[1]
{
  "formula": "C16H21BrN4O5S",
  "method": "the ωB97M-V functional and the def2-TZVPD basis",
  "species": ["O", "C", "C", "N", "C", "O", "C", "N", "C", "N", "C", "C", "C", "C", "S", "O", "O", "C", "C", "Br", "C", "O", "N", "C", "C", "C", "C", "H", "H", "H", "H", "H", "H", "H", "H", "H", "H", "H", "H", "H", "H", "H", "H", "H", "H", "H", "H", "H"],
  "xyz": [[-0.6017, -1.0806, 3.0486], [-0.9657, -0.0232, 3.5210], [-1.2023, 1.1542, 2.5622], [-0.8614, 0.8916, 1.1329], [-1.0033, 1.8696, 0.1019], [-1.7633, 2.7788, 0.3409], [-0.2255, 1.7409, -1.0847], [0.6984, 0.6711, -1.1531], [1.4876, 0.5886, -2.1725], [2.4790, -0.3584, -2.1531], [2.1795, -1.8605, -2.1458], [2.6550, -2.6024, -3.4688], [4.1014, -2.3993, -3.7584], [4.3626, -0.8854, -3.9082], [4.1814, 0.0325, -2.4402], [5.0345, -0.4855, -1.3594], [4.3303, 1.4801, -2.6752], [1.4676, 1.6433, -3.1229], [0.5224, 2.6729, -3.1287], [0.5229, 3.9266, -4.5727], [-0.2882, 2.7579, -2.0321], [-1.0624, 3.8688, -1.8180], [-1.0235, 0.0661, 4.9159], [-2.0394, 0.9132, 5.4016], [-1.6749, 2.3555, 5.7526], [-2.0362, 2.2534, 7.2182], [-2.3169, 0.7186, 6.9103], [-0.4716, 1.9149, 2.8357], [-2.1708, 1.4248, 2.7563], [-0.4207, -0.0186, 0.9519], [2.7864, -2.3284, -1.3002], [1.0898, -1.9913, -1.8760], [1.9693, -2.1979, -4.2725], [2.5526, -3.6943, -3.3770], [4.3657, -2.9667, -4.7316], [4.7106, -2.6734, -2.9602], [5.4105, -0.7462, -4.1216], [3.7893, -0.4827, -4.7221], [2.2785, 1.5585, -3.8160], [-1.5872, 3.6811, -0.9649], [-0.8005, -0.8349, 5.3010], [-2.8975, 0.8958, 4.8204], [-2.4227, 3.1269, 5.3738], [-0.6315, 2.6100, 5.4440], [-2.9228, 2.8268, 7.5218], [-1.3451, 2.2437, 8.0290], [-1.6299, 0.0653, 7.3734], [-3.2100, 0.2987, 7.2229]],
  "smiles": "O=C(CNC(=O)c1nc(N2CCCCS2(=O)=O)cc(Br)c1O)NC1CCC1",
  "e_lumo_ev": -0.3,
  "relative_energy_kj_mol": 231.9,
  "spin_multiplicity": 1
}

=====

[2]
{
  "formula": "C8H18N2",
  "method": "the ωB97M-V functional and the def2-TZVPD basis",
  "species": ["C", "C", "C", "C", "C", "C", "C", "C", "N", "N", "H", "H", "H", "H", "H", "H", "H", "H", "H", "H", "H", "H", "H", "H", "H", "H", "H", "H"],
  "xyz": [[1.4058, 0.2710, 1.0087], [-0.8445, -0.5020, 0.0105], [0.0625, 0.1175, -0.8051], [1.2815, -0.8263, 2.0353], [1.1197, 1.6426, 1.5554], [2.6926, 0.1924, 0.2258], [-1.8759, 0.1928, 0.8109], [-1.9674, -0.5291, -2.1768], [-1.5769, -1.1071, -3.3572], [-3.0700, 0.0494, -1.9592], [-0.7201, -1.5657, 0.1846], [-2.2577, -1.2691, -4.0977], [-0.7623, -1.6968, -3.3591], [-3.7533, 0.0305, -2.7326], [0.7222, -0.4776, -1.4187], [-0.0512, 1.1663, -1.0422], [1.3896, -1.8179, 1.5898], [0.3329, -0.7852, 2.5742], [2.0754, -0.7304, 2.7933], [0.1656, 1.6870, 2.0823], [1.8946, 1.9367, 2.2812], [1.1215, 2.4033, 0.7714], [2.7431, 0.9477, -0.5612], [2.8337, -0.7910, -0.2292], [3.5548, 0.3609, 0.8904], [-2.8285, 0.0168, 0.2813], [-1.7403, 1.2736, 0.8146], [-1.9475, -0.1903, 1.8292]],
  "e_lumo_ev": [0.5, 0.8],
  "relative_energy_kj_mol": 515.1,
  "spin_multiplicity": 1
}

=====

[3]
{
  "formula": "C5H6N2O",
  "method": "the ωB97M-V functional and the def2-TZVPD basis",
  "species": ["C", "N", "C", "C", "O", "C", "C", "N", "H", "H", "H", "H", "H", "H"],
  "xyz": [[-0.1755, 1.1289, -2.2409], [0.1211, 1.8624, -1.2040], [0.2041, 0.9018, -0.2267], [-0.0930, -0.3159, -0.7022], [-0.3194, -0.2392, -2.0136], [-0.1315, -1.3345, 0.3497], [0.1704, -0.4952, 1.6175], [0.4370, 0.8516, 1.1019], [-0.4461, 1.4214, -3.2211], [0.7070, -2.1167, 0.1775], [-1.0597, -1.9208, 0.3068], [1.0222, -0.9174, 2.1353], [-0.7950, -0.4865, 2.2521], [0.3582, 1.6601, 1.6677]],
  "smiles": "c1nc2c(o1)CCN2",
  "e_lumo_ev": 1.0,
  "relative_energy_kj_mol": 123.5,
  "spin_multiplicity": 1
}

=====

[4]
{
  "formula": "C3H7N2OSe",
  "method": "the ωB97M-V functional and the def2-TZVPD basis",
  "species": ["C", "C", "C", "N", "N", "O", "Se", "H", "H", "H", "H", "H", "H", "H"],
  "xyz": [[0.5884, 1.8951, 0.1012], [1.9384, 1.2692, -0.1642], [-0.0756, -0.3734, 0.6646], [-0.3900, 0.9526, 0.4039], [-0.9207, -1.3147, -0.1846], [0.3520, 3.0586, 0.0367], [1.8559, -0.6314, 0.2688], [2.2110, 1.4178, -1.2121], [2.6962, 1.7563, 0.4501], [-0.3778, -0.6752, 2.0194], [-1.2705, 1.3438, 0.7178], [-0.7347, -1.1097, -1.1796], [-1.9307, -1.1934, -0.0115], [-0.6685, -2.2951, 0.0014]],
  "total_charge": 1,
  "e_lumo_ev": [-3.6, -7.1],
  "relative_energy_kj_mol": 212.7,
  "spin_multiplicity": 3
}